# 1
Molecular formula: C3H8S
Method: DFT, the ωB97M-V functional and the def2-TZVPD basis

For the LUMO energy, the calculation gives 1.09 eV. As for the energy above the lowest of the compared OMol25 structures with the same formula, charge and spin: 4.49 kcal per mole. For the HOMO energy, the calculation gives -8.48 eV. The orbital gap is 0.352 Ha. As for the SMILES: CCSC.

Cartesian coordinates (Å):
C  -1.422  0.394  0.146
C  -0.094  0.905  0.733
S  1.324  0.772  -0.379
C  1.341  -0.991  -0.656
H  -1.351  0.299  -0.938
H  -2.240  1.089  0.312
H  -1.638  -0.625  0.446
H  0.131  0.377  1.663
H  -0.188  1.959  0.987
H  1.216  -1.666  0.198
H  0.610  -1.284  -1.410
H  2.311  -1.229  -1.101

Löwdin atomic charge list, values in e, 6 entries: -0.165, -0.567, 0.777, -0.454, 0.056, 0.065


# 2
Molecular formula: C45H71BrGeN3O4SeW
Method: DFT, the ωB97M-V functional and the def2-TZVPD basis

As for the charge: +1. For the LUMO energy (spin up / spin down), the calculation gives -3.91 / -3.79 eV. As for the energy above the lowest of the compared OMol25 structures with the same formula, charge and spin: 47.05 kcal per mole. For the HOMO energy (spin up / spin down), the calculation gives -10.16 / -10.66 eV. The expectation value of S² is 2.02. The orbital gap (spin up / spin down) is 0.230 / 0.253 Ha. The multiplicity is 3.

Cartesian coordinates (Å):
W  0.428  -0.518  0.075
C  -1.293  3.006  -0.402
N  -1.349  1.750  -1.145
C  -1.155  2.049  -2.560
C  -2.589  1.059  -0.861
C  -2.647  -0.322  -1.464
N  -1.512  -1.258  -1.122
C  -1.039  -1.836  -2.411
C  0.004  -2.925  -2.381
C  0.031  -3.728  -3.513
C  0.956  -4.745  -3.669
C  1.831  -4.964  -2.612
C  1.845  -4.208  -1.442
C  0.926  -3.150  -1.358
O  0.819  -2.341  -0.244
C  2.770  -4.621  -0.295
C  3.631  -3.442  0.173
C  1.875  -5.183  0.822
C  3.755  -5.729  -0.688
C  0.966  -5.587  -4.942
C  1.127  -4.667  -6.160
C  2.111  -6.600  -4.953
C  -0.363  -6.348  -5.047
C  -2.098  -2.374  -0.298
C  -2.806  -1.895  0.939
C  -4.104  -2.269  1.213
C  -4.743  -1.835  2.377
C  -4.025  -1.010  3.225
C  -2.708  -0.584  2.993
C  -2.120  -1.057  1.827
O  -0.849  -0.755  1.459
C  -2.055  0.314  4.052
C  -1.958  -0.483  5.363
C  -0.649  0.808  3.698
C  -2.927  1.560  4.271
C  -6.185  -2.256  2.651
C  -6.276  -3.789  2.662
C  -6.697  -1.733  3.992
C  -7.084  -1.701  1.537
H  -1.545  2.840  0.643
H  -2.003  3.733  -0.820
H  -0.290  3.424  -0.453
H  -1.956  2.697  -2.944
H  -1.124  1.149  -3.169
H  -0.202  2.559  -2.683
H  -3.472  1.614  -1.221
H  -2.686  0.987  0.226
H  -2.703  -0.258  -2.549
H  -3.576  -0.782  -1.128
H  -0.669  -1.010  -3.016
H  -1.915  -2.250  -2.921
H  -0.700  -3.536  -4.291
H  2.541  -5.769  -2.699
H  3.049  -2.542  0.330
H  4.392  -3.221  -0.579
H  4.144  -3.697  1.103
H  1.046  -4.515  1.053
H  2.451  -5.354  1.734
H  1.452  -6.137  0.503
H  4.384  -5.436  -1.531
H  3.256  -6.667  -0.931
H  4.411  -5.924  0.163
H  2.078  -4.133  -6.122
H  0.328  -3.927  -6.222
H  1.102  -5.258  -7.078
H  3.083  -6.112  -4.847
H  2.112  -7.134  -5.903
H  2.006  -7.342  -4.159
H  -1.212  -5.664  -5.105
H  -0.509  -6.997  -4.182
H  -0.371  -6.968  -5.945
H  -1.296  -3.061  -0.037
H  -2.804  -2.915  -0.935
H  -4.623  -2.911  0.510
H  -4.501  -0.669  4.133
H  -1.400  -1.410  5.212
H  -2.941  -0.742  5.757
H  -1.439  0.109  6.120
H  0.066  -0.013  3.643
H  -0.320  1.490  4.485
H  -0.630  1.350  2.754
H  -3.951  1.313  4.547
H  -2.961  2.172  3.366
H  -2.505  2.167  5.074
H  -5.603  -4.214  3.409
H  -6.020  -4.218  1.692
H  -7.293  -4.102  2.903
H  -6.095  -2.099  4.827
H  -7.720  -2.077  4.147
H  -6.709  -0.642  4.026
H  -6.793  -2.083  0.558
H  -7.035  -0.610  1.505
H  -8.122  -1.989  1.712
Br  1.520  -2.836  2.814
C  2.529  -1.329  2.397
C  3.702  -1.113  3.126
C  4.416  0.046  2.929
C  3.902  1.018  2.066
C  2.750  0.722  1.396
N  2.115  -0.473  1.468
C  1.910  1.767  0.704
O  2.298  2.834  0.343
O  0.655  1.309  0.677
H  4.009  -1.855  3.848
H  5.331  0.222  3.478
H  4.345  1.996  1.944
C  3.346  -1.969  -4.377
Ge  4.477  -0.734  -3.380
C  6.146  -1.606  -2.859
C  4.828  0.860  -4.443
C  3.553  -0.217  -1.709
Se  1.621  0.046  -1.992
C  2.553  3.418  -2.973
H  3.947  -2.502  -5.116
H  2.553  -1.431  -4.899
H  2.879  -2.698  -3.714
H  6.559  -2.160  -3.702
H  5.979  -2.308  -2.041
H  6.888  -0.875  -2.537
H  5.428  0.594  -5.315
H  5.373  1.612  -3.873
H  3.895  1.299  -4.795
H  3.939  0.728  -1.326
H  3.701  -0.995  -0.961
H  2.114  2.996  -3.863
H  3.574  3.187  -2.715
H  2.001  4.124  -2.373

Löwdin atomic charge list, values in e, 6 entries: 1.643, -0.076, -0.279, -0.096, -0.189, -0.126


# 3
Molecular formula: C45H38MoNO6P2S2Si
Method: DFT, the ωB97M-V functional and the def2-TZVPD basis

As for the charge: +1. For the LUMO energy (spin up / spin down), the calculation gives -2.60 / -3.37 eV. As for the energy above the lowest of the compared OMol25 structures with the same formula, charge and spin: 0.00 kcal per mole. For the HOMO energy (spin up / spin down), the calculation gives -11.19 / -11.15 eV. The expectation value of S² is 2.02. The orbital gap (spin up / spin down) is 0.316 / 0.286 Ha. The multiplicity is 3.

Cartesian coordinates (Å):
Mo  -1.193  -0.193  0.201
C  2.375  1.149  0.155
Si  1.003  0.675  1.342
C  1.790  -0.594  2.473
C  3.060  -0.447  3.043
C  3.552  -1.405  3.914
C  2.789  -2.526  4.232
C  1.537  -2.693  3.670
C  1.054  -1.730  2.784
P  -0.584  -1.861  2.032
C  -1.680  -1.870  3.466
C  -2.162  -3.043  4.036
C  -2.931  -2.980  5.187
C  -3.213  -1.754  5.772
C  -2.717  -0.583  5.213
C  -1.950  -0.640  4.063
C  -0.609  -3.494  1.240
C  0.591  -4.068  0.817
C  0.582  -5.266  0.119
C  -0.623  -5.896  -0.162
C  -1.818  -5.323  0.249
C  -1.818  -4.121  0.941
C  0.479  2.162  2.378
C  1.031  2.553  3.594
C  0.561  3.686  4.247
C  -0.450  4.454  3.687
C  -1.009  4.091  2.469
C  -0.549  2.942  1.834
P  -1.136  2.332  0.240
C  -0.111  3.111  -1.029
C  -0.034  2.524  -2.293
C  0.751  3.107  -3.276
C  1.467  4.264  -2.998
C  1.390  4.847  -1.740
C  0.600  4.273  -0.754
C  -2.813  2.967  -0.027
C  -3.755  2.900  1.002
C  -5.059  3.304  0.775
C  -5.435  3.766  -0.480
C  -4.505  3.829  -1.506
C  -3.196  3.429  -1.284
H  3.133  1.718  0.700
H  2.052  1.750  -0.692
H  2.850  0.240  -0.220
H  3.667  0.420  2.807
H  4.534  -1.281  4.353
H  3.175  -3.266  4.920
H  0.941  -3.564  3.913
H  -1.951  -4.001  3.580
H  -3.316  -3.892  5.625
H  -3.825  -1.709  6.663
H  -2.940  0.374  5.666
H  -1.571  0.275  3.620
H  1.535  -3.587  1.047
H  1.517  -5.719  -0.186
H  -0.630  -6.837  -0.697
H  -2.758  -5.810  0.026
H  -2.753  -3.660  1.231
H  1.819  1.964  4.048
H  0.985  3.972  5.201
H  -0.811  5.335  4.202
H  -1.801  4.685  2.031
H  -0.600  1.627  -2.510
H  0.804  2.659  -4.260
H  2.087  4.713  -3.763
H  1.947  5.749  -1.525
H  0.551  4.724  0.229
H  -3.479  2.513  1.974
H  -5.783  3.244  1.577
H  -6.457  4.076  -0.658
H  -4.797  4.192  -2.483
H  -2.475  3.478  -2.089
O  -4.089  -1.937  1.563
S  -4.272  -0.527  1.379
O  -5.020  0.197  2.361
O  -2.939  0.188  1.169
C  -5.143  -0.321  -0.172
C  -6.464  0.078  -0.059
C  -7.273  0.168  -1.184
C  -6.771  -0.143  -2.433
C  -5.449  -0.538  -2.567
C  -4.636  -0.626  -1.445
S  -2.942  -0.989  -1.790
O  -2.849  -1.536  -3.101
O  -2.360  -1.829  -0.703
O  -2.218  0.325  -1.616
H  -6.848  0.311  0.924
H  -8.304  0.478  -1.073
H  -7.401  -0.081  -3.310
H  -5.037  -0.780  -3.536
C  1.452  -2.432  -2.936
C  0.828  -1.606  -1.918
N  0.320  -0.976  -1.110
H  2.277  -1.895  -3.400
H  0.706  -2.684  -3.689
H  1.821  -3.348  -2.475

Löwdin atomic charge list, values in e, 6 entries: 1.163, -0.183, 0.575, -0.293, -0.084, -0.058


| no. | F_max (Eh/bohr) | calculated total energy (eV) |
| --- | --- | --- |
| 1 | 0.0213 | -14075.727 |
| 2 | 0.0467 | -254203.722 |
| 3 | 0.0040 | -111036.885 |